Entry 1:
Here is the molecule C21H26N2O3 from OMol25. Energies are from ωB97M-V/def2-TZVPD.

```
52
Properties=species:S:1:pos:R:3
C -8.0359 -1.6432 -2.0251
C -7.6709 -1.8981 -0.5680
C -7.7869 -0.6201 0.2671
O -6.8960 0.3936 -0.1553
C -5.5791 0.3135 0.1528
C -4.9867 -0.6493 0.9671
C -3.6281 -0.6029 1.2091
C -2.8209 0.3762 0.6397
C -3.4207 1.3521 -0.1560
C -4.7767 1.3215 -0.3918
H -5.2524 2.0771 -0.9972
H -2.8413 2.1660 -0.5692
C -1.3648 0.3353 0.9520
O -0.9429 -0.1442 1.9851
N -0.5757 0.8547 -0.0367
C 0.8154 0.9629 -0.0885
C 1.3840 1.4697 -1.2553
C 2.7550 1.5934 -1.3708
C 3.5891 1.2225 -0.3258
C 3.0159 0.7237 0.8381
C 1.6478 0.5899 0.9642
H 1.2153 0.1969 1.8686
H 3.6626 0.4270 1.6491
C 5.0842 1.3430 -0.4316
N 5.7299 0.1030 -0.0348
C 5.4330 -0.9834 -0.9520
C 6.0502 -2.2721 -0.4119
H 5.8944 -3.0982 -1.1077
O 7.4443 -2.1466 -0.2520
C 7.7442 -1.0784 0.6147
C 7.1681 0.2405 0.0984
H 7.3855 1.0373 0.8134
H 7.6447 0.4907 -0.8673
H 8.8328 -1.0282 0.6751
H 7.3294 -1.2818 1.6135
H 5.5838 -2.5132 0.5551
H 4.3498 -1.0968 -1.0263
H 5.8401 -0.7800 -1.9599
H 5.3672 1.6430 -1.4573
H 5.4308 2.1245 0.2537
H 3.1783 1.9831 -2.2859
H 0.7464 1.7629 -2.0787
H -1.0480 1.1614 -0.8756
H -3.1649 -1.3402 1.8474
H -5.5708 -1.4324 1.4237
H -7.6500 -0.8366 1.3335
H -8.7790 -0.1806 0.1297
H -8.3366 -2.6491 -0.1390
H -6.6487 -2.2773 -0.5128
H -9.0730 -1.3268 -2.1093
H -7.4034 -0.8605 -2.4371
H -7.8999 -2.5460 -2.6152
```

Energy above the lowest of the compared OMol25 structures with the same formula, charge and spin = 52.3 kcal per mole
E_tot = -31321.8156 eV
2S+1 = 1
SMILES string = CCCOc1ccc(C(=O)Nc2ccc(CN3CCOCC3)cc2)cc1
E_LUMO = 0.02555 hartree
HOMO level = -0.303 hartree

Entry 2:
Here is a structure of composition C30H31N9OPtS from OMol25. Energies are from ωB97M-V/def2-TZVPD.

```
73
Properties=species:S:1:pos:R:3
Pt 0.5941 0.4807 0.6445
C 2.1023 2.8351 1.7100
N 2.1363 1.3275 1.8074
C 2.1117 0.7786 3.2090
C 0.7446 0.2336 3.4697
N -0.1358 0.1055 2.4818
C -1.2632 -0.5554 2.9911
C -2.4658 -0.9373 2.4010
C -3.3937 -1.5339 3.2293
C -3.1476 -1.7347 4.6004
C -1.9635 -1.3495 5.1915
C -1.0249 -0.7594 4.3514
N 0.2507 -0.2453 4.6057
C 0.7163 3.2481 1.3621
N -0.1278 2.3462 0.8797
C -1.3889 2.9555 0.7851
C -2.6566 2.4648 0.4912
C -3.7002 3.3663 0.5234
C -3.5047 4.7208 0.8462
C -2.2605 5.2082 1.1806
C -1.2147 4.2915 1.1546
N 0.1254 4.4263 1.5194
H 2.8214 3.1429 0.9483
H 2.4257 3.2706 2.6556
H 3.0051 1.0408 1.3614
H 2.3793 1.5609 3.9202
H 2.8629 -0.0093 3.2897
H -2.6602 -0.7781 1.3511
H -4.3435 -1.8521 2.8214
H -3.9119 -2.2016 5.2066
H -1.7803 -1.4981 6.2473
H 0.7193 -0.2503 5.5031
H -2.8205 1.4218 0.2894
H -4.7047 3.0241 0.3120
H -4.3561 5.3874 0.8577
H -2.1116 6.2419 1.4630
H 0.5590 5.2722 1.8676
N 2.5289 -2.8629 -0.6825
C 1.8758 -3.5374 0.3208
C 1.1423 -2.6142 1.0060
N 1.3760 -1.3923 0.4268
C 2.2044 -1.5698 -0.6012
C 2.4420 -0.3859 -1.4043
N 1.7334 0.6963 -1.0654
C 2.1234 1.7285 -1.8923
C 3.0679 1.2450 -2.7442
N 3.2533 -0.0792 -2.4177
H 3.1378 -3.2976 -1.3644
H 1.9869 -4.5999 0.4635
H 0.4877 -2.7491 1.8506
H 1.6748 2.7072 -1.8569
H 3.6142 1.7203 -3.5428
H 3.9155 -0.6958 -2.8726
C 1.4469 -4.0580 -5.4786
C 0.8873 -3.0354 -4.5403
C 0.2205 -3.4229 -3.3676
C -0.3759 -2.4927 -2.5384
C -0.2801 -1.1409 -2.8718
C 0.3991 -0.7200 -4.0154
C 0.9738 -1.6721 -4.8407
S -1.1196 0.0980 -1.9668
C -2.8236 -0.3747 -2.2123
O -0.9344 -0.2938 -0.4221
H 1.5663 -5.0280 -5.0011
H 2.4035 -3.7416 -5.8928
H 0.7634 -4.1876 -6.3216
H 0.1340 -4.4771 -3.1343
H -0.9223 -2.8139 -1.6588
H 0.4369 0.3304 -4.2834
H 1.4692 -1.3591 -5.7516
H -2.9595 -1.4108 -1.9068
H -3.0043 -0.2670 -3.2836
H -3.4629 0.3072 -1.6647
```

Energy above the lowest of the compared OMol25 structures with the same formula, charge and spin = 2.0 kcal per mole
E_tot = -61117.9225 eV
2S+1 = 1
E_LUMO = -0.45555 hartree
HOMO level = -0.705 hartree
Total charge = +4

Entry 3:
Here is a structure of composition C8H17GaNO4P from OMol25. Energies are from ωB97M-V/def2-TZVPD.

```
32
Properties=species:S:1:pos:R:3
C -3.9512 -1.3301 0.7601
C -3.1037 -2.1486 0.0355
C -1.7860 -2.5695 0.4616
Ga -0.2628 -1.5036 -0.4991
C 0.6791 -0.4556 1.0011
O 1.4620 0.6587 0.5202
C 1.9082 1.4768 1.5652
C 3.1111 2.2761 1.1135
C 2.7915 3.2284 -0.0417
C 1.0511 -2.9575 -1.1776
O 0.5203 -4.0504 -1.5193
O 2.2749 -2.6948 -1.1667
P -1.0703 -0.1727 -2.3021
N -2.4522 0.7806 -1.7496
O 0.0799 1.0263 -2.6522
H -4.1797 -1.5356 1.8021
H -4.3839 -0.4168 0.3600
H -3.4507 -2.5511 -0.9203
H -1.5789 -3.6323 0.3056
H -1.6870 -2.3584 1.5372
H -0.0631 -0.0627 1.7144
H 1.3658 -1.1527 1.4964
H 1.0842 2.1487 1.8575
H 2.2017 0.8539 2.4215
H 3.9736 1.6433 0.9030
H 3.4101 2.9018 1.9679
H 2.0251 3.9254 0.3063
H 2.3494 2.6643 -0.8616
H 3.6779 3.7842 -0.3461
H -3.1852 0.6371 -2.4318
H -2.8010 0.4340 -0.8629
H -0.0102 1.1527 -3.5978
```

E_tot = -79914.0221 eV
2S+1 = 1
E_LUMO = 0.19652 hartree
HOMO level = 0.025 hartree
Total charge = -2

Entry 4:
Here is a cluster of 9 separate species, C25H56F36N3OP6 in total from OMol25. Energies are from ωB97M-V/def2-TZVPD.

```
127
Properties=species:S:1:pos:R:3
C -1.6683 -2.6319 -2.8745
C -1.0676 -1.3268 -2.4466
O 0.0957 -0.9383 -2.8092
N -1.7807 -0.5126 -1.3275
H -1.7740 0.4822 -1.5022
H -2.6987 -0.8436 -1.0670
C -1.0387 -0.8710 -0.0647
H -1.5332 -2.7043 -3.9536
H -2.7067 -2.8266 -2.6061
H -1.1523 -3.5239 -2.5193
H -1.2142 -1.9459 -0.0215
H -1.4869 -0.3093 0.7549
H -0.0338 -0.4560 -0.1418
C -3.0952 -3.8838 5.2324
C -3.4740 -2.8618 4.1738
C -2.6986 -1.5543 4.2077
C -3.3193 -0.6390 5.3014
N -2.6718 0.7647 5.5615
C -1.3560 0.6104 6.2609
C -1.6494 0.3154 7.7014
C -2.9888 1.1835 7.9040
C -3.4176 1.6378 6.6019
C -2.4850 1.5575 4.2202
C -3.8560 1.8785 3.5636
C -3.5736 2.6787 2.3117
H -3.2915 -3.5790 6.2604
H -2.0475 -4.1832 5.2046
H -3.5335 -4.8563 5.0082
H -4.5534 -2.8050 4.0330
H -3.2364 -3.3399 3.2235
H -2.7671 -1.0748 3.2312
H -1.6534 -1.8549 4.2812
H -3.2407 -1.1301 6.2714
H -4.3881 -0.4772 5.1618
H -0.6708 1.4308 6.0478
H -0.9071 -0.2887 5.8387
H -0.8477 0.6979 8.3331
H -1.7982 -0.7548 7.8451
H -2.7134 2.0617 8.4879
H -3.7545 0.5733 8.3828
H -3.1861 2.6916 6.4470
H -4.4808 1.4288 6.4837
H -1.8894 0.8724 3.6169
H -1.9104 2.4744 4.3519
H -4.3701 2.5117 4.2867
H -4.4879 1.0054 3.4004
H -2.8954 3.4882 2.5817
H -4.4939 3.1043 1.9115
H -3.1104 2.0894 1.5203
C 3.9695 -1.2532 -4.8582
C 3.2166 0.0089 -4.5376
C 3.9822 1.2877 -4.1083
C 4.7602 1.0623 -2.7495
N 5.3152 2.3611 -2.1790
C 4.2517 3.3525 -1.8503
C 4.5587 3.9865 -0.5051
C 5.5338 3.0285 0.2007
C 5.7838 1.8936 -0.7580
C 6.5375 2.9532 -3.0041
C 7.6257 1.8756 -3.3227
C 8.7396 2.6681 -3.9458
H 4.5895 -1.0306 -5.7266
H 3.2470 -2.0170 -5.1461
H 4.6301 -1.5181 -4.0327
H 2.5259 -0.2247 -3.7273
H 2.5332 0.3031 -5.3342
H 3.4535 2.2270 -4.2705
H 4.7945 1.4879 -4.8070
H 5.6158 0.3889 -2.8004
H 3.9724 0.6645 -2.1097
H 4.2784 4.0449 -2.6917
H 3.3199 2.7967 -1.7452
H 4.9796 4.9639 -0.7412
H 3.6013 4.1640 -0.0151
H 6.3916 3.6329 0.4953
H 5.1661 2.6507 1.1547
H 6.8413 1.6296 -0.7454
H 5.2293 0.9985 -0.4765
H 6.9616 3.7865 -2.4439
H 6.1904 3.2624 -3.9900
H 7.2344 1.1166 -4.0002
H 8.0774 1.4422 -2.4304
H 9.6056 2.0569 -4.1998
H 9.2065 3.4598 -3.3599
H 8.4377 3.1678 -4.8663
P 1.9183 1.5851 2.1446
F 3.4558 1.1859 2.6262
F 1.3750 0.0452 2.6087
F 1.5971 2.1362 3.7454
F 0.4259 2.0464 1.6702
F 2.5290 3.0595 1.7161
F 2.3992 1.1041 0.6589
P 0.3688 -5.2855 2.1235
F 1.2249 -4.2416 3.0494
F 1.1977 -4.8318 0.7633
F 1.5599 -6.3722 2.5164
F -0.3595 -6.3494 1.2427
F -0.5325 -5.9196 3.4075
F -0.8342 -4.2397 1.7569
P -5.0713 -1.1143 0.2419
F -6.0909 -2.4248 0.3876
F -3.7957 -2.1512 0.4258
F -4.9907 -1.3679 -1.3830
F -3.9680 0.0030 0.0792
F -6.2627 -0.0421 0.0040
F -5.0271 -0.8904 1.8399
P -5.1830 -0.6973 -4.7279
F -4.7616 0.8522 -5.1846
F -5.9157 -0.2098 -3.3651
F -6.5987 -0.5108 -5.5054
F -5.4839 -2.1635 -4.2075
F -4.7584 -1.3079 -6.0902
F -3.7754 -0.9134 -3.9831
P -0.9395 -4.6107 -6.9839
F -1.4930 -5.4255 -5.7256
F 0.0786 -3.7968 -5.8493
F 0.2423 -5.7167 -7.3310
F -0.4046 -3.9122 -8.3663
F -2.0230 -5.3270 -7.8612
F -1.8636 -3.2887 -6.7183
P -1.4514 3.0147 -2.0911
F -0.4738 1.8240 -2.5709
F -0.2283 4.0901 -1.7673
F -1.6575 3.5531 -3.5845
F -2.5294 4.1801 -1.6591
F -2.6708 1.9680 -2.4204
F -1.5136 2.4188 -0.6772
```

E_tot = -186948.4529 eV
2S+1 = 1
E_LUMO = 0.12796 hartree
HOMO level = -0.133 hartree
Total charge = -3

Entry 5:
Here is the molecule C17H22N2O5S from OMol25. Energies are from ωB97M-V/def2-TZVPD.

```
47
Properties=species:S:1:pos:R:3
C 1.0533 4.2994 -4.2827
H 0.0662 4.7599 -4.3440
H 1.3981 4.0222 -5.2808
H 1.7538 4.9897 -3.8141
O 0.9666 3.1460 -3.4589
C 1.1022 1.9525 -4.0391
O 1.3150 1.7885 -5.2159
C 0.9708 0.8349 -3.0629
C 0.6363 1.0694 -1.7409
C 0.5182 0.0118 -0.8362
N 0.1782 0.1757 0.4850
C -0.3531 1.2171 1.1926
N -0.4148 1.0375 2.5359
C -0.1260 -0.2055 3.2239
H 0.6587 -0.7793 2.7313
C -1.4205 -1.0177 3.3906
C -1.1439 -2.4074 3.9856
O -0.8821 -3.3840 3.0132
H -0.1951 -3.0656 2.4071
H -0.3134 -2.3429 4.7058
H -2.0287 -2.7639 4.5202
C -2.3785 -0.1866 4.2474
C -2.5950 1.1885 3.6149
H -3.1208 1.0748 2.6646
C -1.2601 1.8880 3.3508
H -1.4186 2.8317 2.8290
H -0.7400 2.0860 4.2924
H -3.2068 1.8121 4.2671
H -3.3354 -0.7016 4.3463
H -1.9548 -0.0705 5.2483
H -1.8748 -1.1674 2.4038
H 0.2537 0.0606 4.2168
S -0.8966 2.6169 0.4896
H 0.2709 -0.7034 0.9916
C 0.7838 -1.3065 -1.2942
C 1.1110 -1.5153 -2.6387
C 1.1960 -0.4653 -3.5205
H 1.4462 -0.6183 -4.5582
H 1.3066 -2.5228 -2.9696
C 0.7422 -2.4649 -0.3928
O 0.6943 -2.3957 0.8323
O 0.7664 -3.6366 -1.0170
C 0.7283 -4.7946 -0.1922
H 0.6980 -5.6433 -0.8698
H -0.1562 -4.7810 0.4485
H 1.6187 -4.8402 0.4383
H 0.4623 2.0779 -1.4074
```

Energy above the lowest of the compared OMol25 structures with the same formula, charge and spin = 9.7 kcal per mole
E_tot = -42040.0780 eV
2S+1 = 1
SMILES string = COC(=O)c1ccc(C(=O)OC)c(NC(=S)N2CCC[C@H](CO)C2)c1
E_LUMO = -0.01528 hartree
HOMO level = -0.297 hartree

Entry 6:
Here is a structure of composition C29H45ClN5O4RhS from OMol25. Energies are from ωB97M-V/def2-TZVPD.

```
86
Properties=species:S:1:pos:R:3
Rh -0.1360 -0.1056 -0.0125
C 1.6093 1.4398 -2.0747
N 0.2737 0.8097 -2.0527
C 0.2057 -0.1906 -3.1321
C -0.8050 1.8014 -2.2109
C -0.8869 2.7653 -1.0317
N -0.9200 2.0531 0.2643
C -2.2899 1.9694 0.8025
C -0.0279 2.6666 1.2693
H 1.7834 1.9456 -3.0311
H 2.3706 0.6735 -1.9410
H 1.7143 2.1674 -1.2743
H 0.4012 0.2693 -4.1064
H -0.7818 -0.6483 -3.1511
H 0.9551 -0.9625 -2.9604
H -1.7435 1.2485 -2.3016
H -0.6643 2.3690 -3.1382
H -1.7879 3.3703 -1.1442
H -0.0454 3.4550 -1.0413
H -2.6449 2.9549 1.1231
H -2.3092 1.2936 1.6538
H -2.9618 1.6015 0.0251
H -0.3202 3.7007 1.4786
H 1.0015 2.6636 0.9134
H -0.0788 2.0921 2.1910
C -2.7024 -6.5905 1.7734
C -1.9278 -5.3086 1.9410
C -0.5478 -5.2918 1.7425
C 0.1778 -4.1214 1.8785
C -0.4851 -2.9467 2.2147
C -1.8548 -2.9393 2.4336
C -2.5648 -4.1253 2.2976
S 0.4271 -1.4351 2.3579
O 1.2114 -1.3327 1.0682
O 1.2314 -1.4709 3.5284
O -0.5851 -0.3555 2.2679
H -2.5820 -6.9862 0.7618
H -3.7668 -6.4295 1.9611
H -2.3470 -7.3564 2.4651
H -0.0358 -6.2113 1.4812
H 1.2519 -4.1139 1.7289
H -2.3470 -2.0170 2.7167
H -3.6359 -4.1253 2.4830
C -4.7793 -4.6131 -3.4152
C -5.2627 -3.1532 -3.4053
C -6.3780 -2.9978 -4.4519
C -4.0783 -2.2831 -3.8626
C -5.7570 -2.6996 -1.9803
O -5.6786 -1.2792 -1.8286
C -7.2292 -3.0583 -1.6464
C -7.6689 -4.5427 -1.5693
C -7.2432 -5.3196 -0.3784
C -7.5585 -4.8586 0.9403
C -7.1970 -5.5762 2.0327
C -6.4967 -6.8040 1.8462
Cl -6.0336 -7.6890 3.1791
C -6.1888 -7.2962 0.5436
C -6.5625 -6.5643 -0.5370
C -4.8868 -3.2034 -0.8246
N -3.5060 -2.7441 -0.8360
C -3.0298 -1.5189 -0.5961
N -1.7148 -1.5388 -0.7153
C -1.4367 -2.8360 -1.0463
N -2.4975 -3.5936 -1.1374
H -4.4918 -4.8791 -4.4341
H -5.5556 -5.3219 -3.1141
H -3.9023 -4.7586 -2.7831
H -5.9680 -3.2085 -5.4394
H -6.7794 -1.9800 -4.4864
H -7.2066 -3.6913 -4.2966
H -3.8367 -2.5381 -4.8962
H -3.1820 -2.4682 -3.2654
H -4.3062 -1.2190 -3.8272
H -6.2644 -0.8548 -2.4679
H -7.8590 -2.5946 -2.4017
H -7.4593 -2.5496 -0.7075
H -7.3989 -5.0807 -2.4731
H -8.7684 -4.5262 -1.5352
H -8.1106 -3.9358 1.0680
H -7.4401 -5.2423 3.0334
H -5.6721 -8.2413 0.4324
H -6.3425 -6.9296 -1.5329
H -4.8346 -4.2895 -0.8055
H -5.3442 -2.8472 0.1007
H -3.6483 -0.6790 -0.3238
H -0.4365 -3.2141 -1.1993
```

E_tot = -72793.7518 eV
2S+1 = 5
E_LUMO (alpha / beta) = -0.22522 / -0.35782 hartree
HOMO level (alpha / beta) = -0.484 / -0.504 hartree
Total charge = +2